Entry 1:
The following is a quantum chemistry calculation of 18 unconnected molecules or ions with the total composition C34H52Cl35F3IN3O2 at a distorted geometry, from OMol25.

Structure (XYZ):
```
130
Properties=species:S:1:pos:R:3:mulliken_charge:R:1
Cl -4.5680 3.1675 4.3425 -0.162
C 2.0591 -1.3072 -2.0395 1.043
H 0.4405 -3.8314 -9.4545 0.025
O -0.3558 -6.0613 0.9807 -0.275
H -4.7631 5.2974 3.3679 0.322
C 0.3375 -4.2264 -0.9761 -1.555
H 3.5061 3.0786 2.0223 0.226
Cl 2.5951 5.5323 -1.4320 -0.090
C -0.0468 -5.4726 -6.0566 -0.425
H 6.2629 0.8382 6.1468 0.336
H 4.5543 -6.7236 -0.8086 0.316
H 3.5235 -6.8406 0.6371 0.274
C -4.6433 6.4458 -1.2158 -0.119
C -8.9516 5.4303 -1.2542 -0.353
Cl 6.5327 5.7661 5.6666 -0.126
N 1.0708 -3.4505 -1.7291 0.017
H 0.4329 1.2698 1.5502 -0.154
C 0.6192 -1.7371 -0.0776 0.029
C 3.8252 6.7665 -1.1390 -0.317
C -1.6978 0.9422 3.0100 -0.576
C -2.1958 9.1225 0.7755 0.042
Cl -6.3296 -5.6595 0.0958 -0.151
Cl 8.0758 9.2745 8.9356 -0.154
C 1.2309 -2.1746 -1.2725 -0.516
H -6.0580 4.1947 2.8432 0.255
C 4.0131 -6.1644 -0.0543 -0.485
H -6.6557 -6.3764 -2.1172 0.343
Cl -2.6659 0.1709 -3.6801 -0.143
Cl -5.0823 -1.6888 2.5008 -0.147
I -2.4339 0.4442 0.1210 -0.024
C 0.8329 -0.3967 0.3333 0.528
H -3.6273 6.7505 -1.4380 0.321
C -5.9924 -5.6637 -1.6426 -0.025
H 4.8474 -0.1983 6.4439 0.296
H -5.4157 -3.9740 2.1085 0.297
Cl 1.5516 -2.3771 3.4666 -0.024
F -0.2277 -8.0100 0.0454 -0.300
H -2.0181 9.5060 -0.2224 0.299
Cl 5.2359 -0.7585 -1.2693 -0.152
C 0.2538 0.1948 1.5986 -0.307
Cl 1.0115 -0.1392 5.2740 -0.099
C -1.2391 0.0288 1.8477 -0.166
H -0.8447 1.1734 -4.7605 0.348
H -8.5849 5.2473 -2.2572 0.266
N 0.6592 -1.4786 -4.8197 -0.203
H -2.3992 -10.0721 -1.7406 0.280
H -3.0239 -8.7495 -0.7443 -0.383
H 6.9236 3.9945 4.1733 0.305
Cl -1.9539 10.4357 1.9347 -0.176
H -4.9580 -5.9518 -1.7911 -0.028
H 0.5452 -2.4371 -5.1217 -0.001
C 2.6637 3.5759 2.4903 -0.483
H 1.7997 1.4323 -0.0842 0.092
C -0.2509 -3.7787 0.2353 0.442
C -4.9979 4.2893 3.0474 -0.333
H -2.5945 1.5050 2.7716 0.091
C 6.0602 4.5967 4.4293 0.035
Cl 2.7755 -5.1708 -0.8456 0.174
C -1.0738 -7.0262 0.4001 0.828
Cl 1.2500 -3.4378 -11.6264 -0.164
C 2.0599 -1.1543 -4.5719 -0.666
C -4.5482 -3.3259 2.1371 -0.322
Cl -0.1084 1.0544 -2.5281 0.125
Cl -1.4146 -4.3310 -10.8039 -0.157
Cl 3.4751 7.7079 0.3161 -0.148
Cl 4.7437 0.8651 4.3533 -0.060
Cl -0.1422 -5.2645 -4.3070 -0.011
H 6.4992 7.7958 8.0140 0.061
H -3.8618 -3.6454 2.9137 0.263
Cl 5.4711 5.3903 2.9605 -0.119
Cl -10.2312 4.2652 -0.8953 -0.165
H 3.0845 1.9227 -1.7519 0.348
Cl -4.1070 3.9517 1.5569 -0.057
Cl -5.5966 6.5570 -2.7018 -0.157
H -0.9049 1.6296 3.3052 0.158
H 2.5208 -2.8963 -3.4342 0.467
C 1.0631 -1.8970 5.0999 -0.453
C 3.1925 0.9693 -2.2746 -1.115
Cl 5.1664 -5.1711 0.8480 -0.164
H 1.7859 -2.2925 5.8035 0.388
C 2.6571 -1.8240 -3.3235 -0.863
Cl -6.2490 -4.0751 -2.3674 -0.149
H 2.9948 4.4654 3.0070 0.406
Cl 5.7266 8.0818 10.2138 -0.155
C 2.2830 -0.0273 -1.5998 1.558
H -2.0994 -4.8663 0.7710 0.022
H -0.2703 -2.3733 -10.1813 0.281
Cl 1.9448 2.4721 3.6675 -0.037
C 0.0212 -3.4024 -10.3548 0.029
Cl -7.5929 5.2952 -0.1332 -0.059
H 2.1538 -0.0691 -4.5781 0.177
H -1.4878 -0.9833 2.1499 0.165
H 2.9424 1.1569 -3.3144 0.291
F -1.9581 -7.6002 1.2299 -0.279
H 0.0778 -2.2978 5.3068 0.278
H 5.2687 3.9712 4.8284 -0.085
F -1.6873 -6.6374 -0.7316 -0.163
Cl 1.5137 4.0430 1.2301 -0.153
H -9.3610 6.4302 -1.1773 0.311
H -1.7154 2.3228 -3.7119 0.365
Cl -4.2499 -9.0034 -2.7264 -0.167
Cl -3.7162 -3.4561 0.5752 0.009
H 4.7820 6.2746 -1.0099 0.232
C 4.6846 0.6942 -2.1427 0.389
C -1.3248 1.3155 -3.7985 -0.612
Cl -1.0910 7.7706 1.0640 -0.089
H -4.6631 5.4228 -0.8592 0.116
H 7.5528 6.9996 9.2064 0.257
H -0.9101 -6.0330 -6.3948 0.351
C 1.6228 0.4200 -0.4308 -1.045
O 5.5045 1.4449 -2.5639 -0.508
C -1.0410 -4.7856 1.0556 -0.409
C 6.9782 7.8900 8.9812 -0.013
Cl -5.2750 7.4949 0.0632 -0.178
C 5.1862 0.7561 6.0590 -0.413
H 3.8563 7.4367 -1.9893 0.324
H 0.2065 -5.2506 -1.2923 0.645
H 0.0745 -1.2786 -4.0184 -0.018
H 3.7376 -1.6552 -3.3236 0.295
Cl 4.4423 2.0496 7.0101 -0.144
N -0.1431 -2.5662 0.7012 0.499
H 0.8125 -0.1636 2.4755 -0.249
Cl -4.1934 -10.7649 -0.3896 -0.164
H 0.8669 -6.0027 -6.2967 0.292
H -3.2116 8.7563 0.8686 -0.062
H 2.6236 -1.5084 -5.4391 0.450
H -1.0134 -4.4327 2.0867 0.384
H -1.9258 0.3308 3.8856 0.239
Cl -0.0280 -3.9099 -6.8934 -0.201
C -3.2950 -9.5962 -1.3595 0.419
```

Computed properties:
Largest force on an atom ... 1.6 eV/Å
Frontier orbital gap ... 8.1 eV
ΔE to the lowest compared entry with this formula, charge and spin ... 0.000 eV
LUMO ... -0.0153 Eh
DFT total energy ... -18345.47566 hartree



Entry 2:
The following is a quantum chemistry calculation of 7 unconnected molecules or ions with the total composition C34H52F18NO21PS, from OMol25.

Structure (XYZ):
```
128
Properties=species:S:1:pos:R:3:mulliken_charge:R:1
H 7.1448 3.1547 -0.2499 0.265
O -2.2823 2.9947 -4.2696 -0.624
C 0.9918 -3.1483 -0.2418 -0.842
H 3.5630 -0.1659 4.6693 0.327
C -5.3713 0.6611 1.0583 -0.215
H -5.5196 3.4895 -1.6653 0.295
C 6.1627 0.5986 1.4738 1.002
O -1.6422 1.5554 -0.7609 -0.678
F -0.0096 -1.9184 4.6770 -0.236
C -6.9225 -0.6528 2.2324 0.370
H 0.8714 -4.0529 0.3647 0.517
H -5.4846 -3.6102 -2.0398 0.338
H -3.6698 5.7462 -2.6060 0.309
C 1.8026 0.3748 -3.5862 -0.904
F -1.5478 -5.2692 1.1901 -0.234
H -5.1124 4.9308 -0.7187 0.375
O -1.8944 0.5062 -2.9884 -0.478
H -3.8551 3.7440 -1.1102 0.219
C -4.4116 4.9649 -2.7656 -0.120
H -0.7213 -1.5275 1.9939 0.247
S -1.4424 0.3500 -1.4747 1.230
H -7.0457 -3.6852 -1.2075 0.411
O 0.3350 -2.0565 0.3477 0.045
C 4.2294 -0.9162 5.0929 -1.025
C 0.1673 -2.1058 1.7442 -1.046
F 8.6237 3.5520 -5.6688 -0.244
H -4.0597 -0.2513 2.5059 0.475
C -0.7760 0.8083 -3.8447 -0.369
P -0.8857 2.6449 -4.0787 0.747
C 5.6958 0.6951 2.9487 0.286
C -5.9903 6.7085 -2.8474 0.305
H -3.7417 -0.7213 0.8273 0.158
H 0.6757 -5.1385 9.0494 0.313
H 9.4324 3.0149 -1.2249 0.322
O -0.5068 -2.0871 7.2999 -0.507
O -4.3693 -5.6996 -0.8079 -0.331
O -5.5959 5.5623 -3.3602 -0.349
F -8.3816 -2.2155 3.2546 -0.252
C -2.2412 -5.7857 0.1775 0.989
C -7.2386 7.2199 -3.6112 0.911
H -5.3508 1.0231 0.0327 0.175
F 10.2007 4.9973 -5.3054 -0.253
F 5.5492 1.5181 0.7296 -0.218
H -6.2364 -5.6803 0.0968 0.353
H 6.3508 -1.2072 5.4194 0.324
F -7.8153 8.2192 -2.9488 -0.242
H -1.6797 -4.9716 9.8481 0.379
C 8.6955 3.7185 -1.6045 -0.480
F -7.6301 -2.7396 1.2942 -0.180
H 1.0283 -1.6620 2.2573 0.371
H 2.1987 -0.4281 -4.2013 0.452
H 1.6395 -2.9993 -3.4424 0.766
O 5.0985 1.6403 3.3675 -0.524
C -4.7514 4.2421 -1.4823 -0.898
C 8.5066 4.8410 -3.6604 0.339
H 6.5596 3.9736 -1.7024 0.362
H 2.0739 -2.9379 -0.2894 0.323
C 3.3978 1.9528 -2.3059 -1.257
O 6.0719 -0.3877 3.6006 -0.303
H 2.2926 3.6909 -2.5377 0.361
F 1.8782 -2.7624 5.2625 -0.269
O -0.1586 3.3738 -2.8931 -0.556
O -1.9665 -0.8796 -1.0198 -0.355
H -6.1785 -5.9857 -1.6479 0.280
F -8.1444 6.2500 -3.7838 -0.247
C 0.0107 -4.3537 8.6972 -0.202
H 1.7787 1.2639 -4.2230 -0.412
O -5.4927 7.3312 -1.9562 -0.520
H 3.8611 2.2463 -3.2501 0.446
F -9.1139 -1.1719 1.5024 -0.268
C 1.1077 -2.4148 -2.6900 0.350
O -6.6625 -0.1650 3.2909 -0.531
H 5.8421 0.4875 5.4740 0.323
C 0.3664 0.0029 -3.1763 1.503
C -4.0316 0.1050 1.4764 -0.916
O 0.3975 -4.1585 7.3130 -0.327
F -6.8761 7.6708 -4.8228 -0.256
C -8.0306 -1.7244 2.0711 0.847
O 7.9147 5.7698 -3.1981 -0.512
C 5.6702 -0.4745 4.9929 -0.363
H 8.8915 4.6995 -1.1734 0.359
N 2.3417 2.8917 -1.9202 -0.423
C 0.4739 -3.3608 -1.6555 -1.089
F 5.9028 -0.6034 0.9520 -0.259
H -0.9056 -1.7485 -3.1797 0.814
H -0.9446 0.4114 -4.8489 0.603
H 4.0869 -1.8537 4.5570 0.326
O 0.1240 0.2653 -1.7681 -0.406
C 0.0586 -2.9996 6.7780 0.174
C 0.5473 -2.9397 5.3092 1.126
H 2.4960 3.2617 -0.9916 0.167
H 0.5337 2.8823 -2.4080 0.577
C -5.7824 -5.3706 -0.8436 -0.275
H 7.1021 2.2879 -1.7951 0.325
H -3.2741 0.8850 1.3932 0.372
C 7.2858 3.2543 -1.3247 -0.838
H 4.1853 1.9081 -1.5543 0.088
H -5.5841 -3.2923 -0.3005 0.173
H -2.0965 -3.9612 8.4593 0.322
O -6.3973 -0.3680 1.0549 -0.367
C -5.9810 -3.8980 -1.1127 -0.966
F 0.2628 -4.0626 4.6481 -0.270
O 8.9593 3.7734 -3.0286 -0.325
H 0.0307 -3.1354 2.1000 0.302
H 0.6785 -4.3987 -1.9215 0.509
H -5.7008 1.4702 1.7088 0.345
O -4.2093 -5.0460 1.3517 -0.534
H -4.0363 4.2751 -3.5150 0.275
F 7.4866 0.8116 1.3981 -0.297
H 0.2217 -1.6543 -4.5218 0.469
C -3.7464 -5.4525 0.3288 0.327
H 3.9594 -1.0659 6.1378 0.408
C 8.8886 4.7612 -5.1604 0.903
F 8.2160 5.6691 -5.8602 -0.236
H 3.7589 -1.1894 -2.5234 0.484
H 2.3826 0.2667 -1.4933 0.050
O -0.0086 2.9632 -5.3763 -0.579
O 3.9829 -0.2674 -2.6901 -0.692
H -0.6084 -3.2424 -1.6511 0.234
H 0.9174 2.7004 -5.3361 0.376
H -1.6333 -5.6533 8.2153 0.306
H 0.2194 -3.4380 9.2489 0.327
C 2.8347 0.5503 -2.4461 0.887
H 1.8612 -1.8233 -2.1667 -0.602
F -2.0507 -7.1123 0.1654 -0.286
C -1.4407 -4.7581 8.8063 -1.121
F -1.7576 -5.2798 -0.9633 -0.252
C 0.1195 -1.4962 -3.4464 -1.680
```

Computed properties:
Largest force on an atom ... 0.7 eV/Å
Frontier orbital gap ... 9.8 eV
SMILES ... COCCCC[C@]1(C[C@@H](O)CN)OS(=O)(=O)O[C@H]1P(=O)(O)O.CCOC(=O)C(F)(F)F.CCOC(=O)C(F)(F)F.CCOC(=O)C(F)(F)F.CCOC(=O)C(F)(F)F.CCOC(=O)C(F)(F)F.CCOC(=O)C(F)(F)F
LUMO ... -0.0007 Eh
DFT total energy ... -5498.86331 hartree



Question: Among the records above, which one has the highest frontier orbital gap?
Answer: C34H52F18NO21PS



Question: What is the frontier orbital gap in the second record?
Answer: 9.8 eV



Question: What is the frontier orbital gap in the second record?
Answer: 9.8 eV



Question: Look up the largest force on an atom of the first one.
Answer: 1.6 eV/Å